# 1
# C4H8SSi2

A molecular structure, C4H8SSi2 in a non-equilibrium geometry (wB97M-V/def2-TZVPD, the Open Molecules 2025 dataset).

Each line ends with the Löwdin charge.
Geometry (Å):
S 2.433177 0.680401 -0.592381  0.921
Si -2.030833 -1.659478 -0.264176  0.464
Si -0.466454 -0.251014 -1.240746  0.403
C 1.981357 0.882840 1.932887  -0.198
C 2.929901 1.114468 1.015268  -0.441
C 0.836172 0.252256 0.004827  -0.779
C 0.701273 0.445540 1.356359  -0.186
H -1.707271 -1.754474 1.214502  -0.100
H 0.337003 -0.769673 -2.427906  -0.077
H -1.461554 -2.979888 -0.415943  -0.131
H -0.803367 1.362077 -1.977358  -0.003
H -3.360188 -1.166950 -0.805341  -0.100
H -0.003687 0.186638 2.047688  0.056
H 3.879336 1.579398 1.232899  0.064
H 2.213788 1.081492 2.988941  0.106

Force components x, y, z for each atom (eV/Å):
-0.76 0.18 1.23
0.35 0.75 0.61
1.03 3.00 -1.79
-0.97 0.27 0.32
0.48 0.06 -0.77
-0.34 -0.12 0.02
4.44 0.47 -0.93
-0.75 0.87 -0.32
-0.56 -0.20 0.59
-0.33 -0.83 -1.03
-0.10 -2.60 1.25
0.38 -0.80 0.57
-2.48 -0.65 0.96
0.17 -0.26 -0.24
-0.56 -0.14 -0.47

Computed properties:
Total charge = 0
Frontier orbital gap = 9.48 eV
DFT total energy = -1134.2880 Eh
Max |F| = 4.56 eV Å⁻¹



# 2
# C4H8Si2

A single C4H8Si2 molecule in a non-equilibrium geometry (wB97M-V/def2-TZVPD, the Open Molecules 2025 dataset).

Each line ends with the Löwdin charge.
Geometry (Å):
Si -0.169798 -0.098327 -1.641916  0.657
Si 0.313875 0.577514 1.484479  0.617
C -0.703976 1.672556 0.307039  -0.361
C 0.377036 -0.904354 0.287984  -0.459
C 0.499938 -2.193440 0.482481  -0.136
C -0.836919 1.444132 -1.020167  -0.390
H -1.467031 2.177801 -1.614180  0.070
H 0.992443 0.306124 -2.459527  -0.057
H 1.414167 1.647026 1.709121  -0.020
H 0.465473 -2.833123 -0.331643  0.010
H -1.151154 2.609358 0.775418  0.063
H -0.719074 0.033844 2.397963  -0.030
H 0.880867 -2.612104 1.471646  0.076
H -1.312873 -0.876007 -2.244325  -0.042

Force components x, y, z for each atom (eV/Å):
0.48 -1.52 2.29
-1.08 0.24 -2.19
-0.52 1.24 0.31
0.05 2.53 -2.40
1.52 -0.04 2.62
-1.62 2.16 1.06
0.91 -0.88 0.57
0.04 -0.63 -0.35
-0.38 -1.38 0.55
-0.34 -1.58 -1.23
0.44 -1.01 -0.78
0.56 0.49 0.93
-0.81 0.38 -1.25
0.75 -0.01 -0.14

Computed properties:
Total charge = 0
Frontier orbital gap = 10.06 eV
DFT total energy = -736.0785 Eh
Structure (SMILES) = C=C1[SiH2]C=C[SiH2]1
Max |F| = 3.49 eV Å⁻¹



> What is the formula in the first record?

C4H8SSi2



> The lowest frontier orbital gap belongs to which entry?

C4H8SSi2